Below is a 2-piece molecular cluster, C4H12N2O overall, with properties calculated with ωB97M-V with the def2-TZVPD basis set.

Values from the calculation:
Lowest unoccupied orbital energy in eV: 0.842
Total charge: 0
Structure (SMILES): C[NH+](C)[O-].C=NC
Kohn-Sham gap in eV: 9.15
HOMO in eV: -8.311

Element x y z (Å)
C1 0.95 0.07 -0.69
N1 1.49 -0.41 0.68
C2 2.31 -1.65 0.47
O1 0.71 -0.41 1.74
H1 1.88 0.49 -1.23
H2 0.35 -0.74 -1.11
H3 0.22 0.91 -0.62
H4 2.27 0.32 0.90
H5 3.10 -1.58 -0.30
H6 2.68 -1.63 1.54
H7 1.69 -2.65 0.34
C3 -2.52 -0.37 -0.08
N2 -1.76 0.54 -0.55
C4 -1.94 1.89 -0.30
H8 -3.17 -0.17 0.72
H9 -2.35 -1.38 -0.55
H10 -2.25 2.24 -1.30
H11 -2.67 2.14 0.44
H12 -0.99 2.38 -0.11

***

Below is a 3-piece molecular cluster, C4H12N2O overall, with properties calculated with ωB97M-V with the def2-TZVPD basis set.

Values from the calculation:
Lowest unoccupied orbital energy in eV: -1.495
Total charge: 0
Kohn-Sham gap in eV: 6.62
HOMO in eV: -8.112

Element x y z (Å)
C1 3.36 1.05 -0.18
C2 -3.02 0.92 -0.02
C3 -1.98 0.09 0.20
C4 -1.68 -0.92 -0.78
N1 -0.58 -1.54 -0.91
N2 -1.07 0.29 1.21
H1 3.19 -0.03 -0.11
H2 2.80 1.32 -1.09
H3 4.34 1.55 -0.28
H4 -3.76 0.73 -0.78
H5 -3.27 1.68 0.67
H6 -2.52 -1.25 -1.38
H7 0.28 -1.16 -0.35
H8 -0.63 -2.55 -0.94
H9 -0.23 -0.26 1.08
H10 -1.10 1.25 1.47
H11 1.58 -1.79 0.60
H12 2.92 1.52 0.68
O1 1.38 -0.90 0.91

***

Below is C4H12N2O as an isolated structure, with properties calculated with ωB97M-V with the def2-TZVPD basis set.

Values from the calculation:
Lowest unoccupied orbital energy in eV: 0.942
Total charge: 0
Kohn-Sham gap in eV: 9.85
HOMO in eV: -8.913

Element x y z (Å)
N1 -0.76 1.41 1.70
C1 -1.62 0.05 1.89
C2 -1.49 -0.89 0.62
N2 -0.86 -0.20 -0.52
C3 0.55 -0.62 -0.67
C4 1.37 0.40 -1.46
O1 2.65 -0.20 -1.71
H1 -1.04 1.91 2.55
H2 -0.35 0.41 1.99
H3 -2.67 0.30 1.85
H4 -1.46 -0.59 2.78
H5 -0.88 -1.75 0.89
H6 -2.49 -1.17 0.31
H7 -0.77 0.78 -0.28
H8 1.01 -0.75 0.33
H9 0.66 -1.55 -1.22
H10 0.76 0.52 -2.36
H11 1.55 1.31 -0.88
H12 2.90 0.06 -2.60

***

Below is one molecule with the formula C4H12N2O, with properties calculated with ωB97M-V with the def2-TZVPD basis set.

Values from the calculation:
Lowest unoccupied orbital energy in eV: 0.980
Total charge: 0
Structure (SMILES): NCCNCCO
Kohn-Sham gap in eV: 9.80
HOMO in eV: -8.823

Element x y z (Å)
N1 -1.32 -0.74 2.71
C1 -1.23 -1.13 1.23
C2 -0.49 -0.31 0.28
N2 0.70 0.35 0.56
C3 1.63 0.47 -0.60
C4 0.71 1.16 -1.61
O1 0.10 0.24 -2.51
H1 -0.88 -1.31 3.43
H2 -1.21 0.22 2.90
H3 -2.26 -1.24 0.97
H4 -0.76 -2.15 1.18
H5 -0.50 -1.06 -0.67
H6 -1.21 0.56 0.01
H7 0.93 -0.35 1.35
H8 2.51 1.01 -0.48
H9 2.09 -0.53 -1.10
H10 0.01 1.84 -1.07
H11 1.54 1.88 -2.13
H12 -0.40 0.89 -3.01

***

Below is one molecule with the formula C4H12N2O, with properties calculated with ωB97M-V with the def2-TZVPD basis set.

Values from the calculation:
Lowest unoccupied orbital energy in eV: 0.842
Total charge: 0
Structure (SMILES): NCC[C@@H](N)CO
Kohn-Sham gap in eV: 10.00
HOMO in eV: -9.156

Element x y z (Å)
N1 2.04 -1.24 -0.61
C1 1.94 0.22 -0.42
C2 0.49 0.67 -0.71
C3 -0.70 0.65 0.24
N2 -1.88 1.01 -0.55
C4 -0.89 -0.72 0.88
O1 -2.04 -0.56 1.75
H1 1.16 -1.71 -0.45
H2 2.80 -1.69 -0.13
H3 2.31 0.67 0.52
H4 2.54 0.62 -1.23
H5 0.57 1.64 -1.23
H6 0.24 0.00 -1.56
H7 -0.56 1.44 1.00
H8 -2.67 1.04 0.09
H9 -1.81 1.96 -0.89
H10 -1.17 -1.38 0.05
H11 -0.01 -1.14 1.36
H12 -2.36 -1.49 1.89

***

Below is one molecule with the formula C4H12N2O, with properties calculated with ωB97M-V with the def2-TZVPD basis set.

Values from the calculation:
Lowest unoccupied orbital energy in eV: 0.921
Total charge: 0
Structure (SMILES): CC[C@@H](N)[C@H](N)O
Kohn-Sham gap in eV: 9.96
HOMO in eV: -9.039

Element x y z (Å)
C1 0.47 1.59 -1.87
C2 -0.02 1.17 -0.49
C3 0.10 -0.46 -0.34
N1 1.45 -0.85 -0.09
C4 -0.92 -0.76 0.73
N2 -0.67 -0.30 2.06
O1 -0.89 -2.30 0.71
H1 -0.22 1.23 -2.64
H2 0.52 2.67 -1.95
H3 1.45 1.17 -2.06
H4 0.64 1.59 0.27
H5 -1.02 1.56 -0.31
H6 -0.23 -0.90 -1.28
H7 1.78 -0.55 0.82
H8 1.53 -1.86 -0.14
H9 -1.93 -0.47 0.42
H10 -1.08 0.61 2.22
H11 0.27 -0.53 2.37
H12 -1.24 -2.63 1.55

***

Below is a 3-piece molecular cluster, C4H12N2O overall, with properties calculated with ωB97M-V with the def2-TZVPD basis set.

Values from the calculation:
Lowest unoccupied orbital energy in eV: -4.641
Total charge: 0
Kohn-Sham gap in eV: 3.05
HOMO in eV: -7.693

Element x y z (Å)
C1 -0.63 -0.46 -1.05
C2 0.15 0.60 -0.26
C3 1.58 0.29 -0.05
C4 2.26 1.17 0.92
N1 2.15 -0.68 -0.83
N2 -2.04 -0.22 -1.21
H1 -0.50 -1.30 -0.32
H2 -0.18 -0.78 -2.05
H3 -0.16 1.68 -0.38
H4 -0.17 0.41 0.77
H5 3.33 0.93 1.18
H6 1.63 1.50 1.71
H7 3.05 -0.86 -0.51
H8 -0.22 -1.71 2.82
H9 -2.37 0.66 -1.56
H10 -0.87 -2.05 3.03
H11 -2.41 -0.13 -0.27
H12 -3.00 -0.74 1.75
O1 -2.38 -0.12 1.35

***

Below is a 2-piece molecular cluster, C4H12N2O overall, with properties calculated with ωB97M-V with the def2-TZVPD basis set.

Values from the calculation:
Lowest unoccupied orbital energy in eV: 1.034
Total charge: 0
Structure (SMILES): [H]/N=C/NCCC.O
Kohn-Sham gap in eV: 10.00
HOMO in eV: -8.970

Element x y z (Å)
H1 2.35 2.04 -0.74
N1 1.62 1.44 -0.24
C1 1.79 0.17 -0.21
N2 0.94 -0.43 0.70
C2 0.25 -1.72 0.47
C3 -1.32 -1.75 0.10
C4 -1.74 -0.62 -0.82
H2 2.39 -0.61 -0.87
H3 0.37 0.24 1.36
H4 0.57 -2.23 1.39
H5 0.84 -2.17 -0.34
H6 -1.46 -2.64 -0.49
H7 -1.96 -1.83 0.98
H8 -0.97 -0.19 -1.35
H9 -2.39 -1.03 -1.55
H10 -2.10 0.13 -0.23
O1 -0.98 2.49 0.23
H11 -1.37 2.85 -0.53
H12 -0.19 1.95 0.10

***

- The highest lowest unoccupied orbital energy belongs to which entry?
  number 8

***

- lowest unoccupied orbital energy of number 4 (C4H12N2O)?
  0.980 eV